{"formula": "C42H114F2N18O12P6", "method": "ωB97M-V/def2-TZVPD", "elements": ["C", "C", "O", "C", "O", "O", "F", "H", "H", "H", "C", "C", "O", "C", "O", "O", "F", "H", "H", "H", "O", "P", "N", "C", "C", "N", "C", "C", "N", "C", "C", "H", "H", "H", "H", "H", "H", "H", "H", "H", "H", "H", "H", "H", "H", "H", "H", "H", "H", "O", "P", "N", "C", "C", "N", "C", "C", "N", "C", "C", "H", "H", "H", "H", "H", "H", "H", "H", "H", "H", "H", "H", "H", "H", "H", "H", "H", "H", "O", "P", "N", "C", "C", "N", "C", "C", "N", "C", "C", "H", "H", "H", "H", "H", "H", "H", "H", "H", "H", "H", "H", "H", "H", "H", "H", "H", "H", "O", "P", "N", "C", "C", "N", "C", "C", "N", "C", "C", "H", "H", "H", "H", "H", "H", "H", "H", "H", "H", "H", "H", "H", "H", "H", "H", "H", "H", "O", "P", "N", "C", "C", "N", "C", "C", "N", "C", "C", "H", "H", "H", "H", "H", "H", "H", "H", "H", "H", "H", "H", "H", "H", "H", "H", "H", "H", "O", "P", "N", "C", "C", "N", "C", "C", "N", "C", "C", "H", "H", "H", "H", "H", "H", "H", "H", "H", "H", "H", "H", "H", "H", "H", "H", "H", "H"], "xyz": [[1.22056, 0.26559, 0.01022], [-0.09394, -0.24840, -0.45386], [0.11618, -0.05067, -1.84782], [1.41237, 0.11538, -2.15112], [1.88907, 0.24266, -3.26387], [2.07392, 0.05043, -1.08923], [-1.11195, 0.59155, -0.05851], [1.52967, -0.33969, 0.86239], [1.26395, 1.28877, 0.38349], [-0.45124, -1.22387, -0.12386], [3.84264, -1.16941, -5.72958], [4.25554, 0.00669, -6.63963], [4.77861, 0.78915, -5.51458], [5.52863, 0.02789, -4.83532], [6.54520, 0.37188, -4.23257], [4.91418, -1.19331, -4.84036], [3.22141, 0.72504, -7.12982], [3.78666, -2.16592, -6.16768], [2.90686, -0.87474, -5.25462], [5.04530, -0.30205, -7.32450], [2.39328, -3.84047, -6.93887], [0.97133, -3.62286, -6.50965], [0.59323, -3.64810, -4.80614], [-0.71272, -3.59236, -4.11180], [1.73432, -3.35638, -3.89814], [-0.09591, -4.88112, -7.07031], [0.62966, -6.23453, -7.14485], [-1.47867, -4.96456, -6.90545], [0.36616, -2.19410, -7.17837], [-0.65476, -1.35086, -6.55571], [0.61427, -1.86547, -8.57685], [-0.97852, -4.63787, -3.95566], [-1.46081, -3.01986, -4.66015], [-0.56927, -3.21390, -3.09973], [1.84731, -2.27265, -3.86848], [2.64666, -3.73494, -4.35904], [1.61057, -3.80352, -2.91182], [1.33644, -6.15442, -7.97077], [1.09384, -6.67207, -6.26100], [0.04525, -7.01477, -7.63250], [-1.84714, -5.26745, -5.92536], [-1.94023, -4.06998, -7.32352], [-1.67866, -5.64005, -7.73721], [-0.60574, -0.35610, -6.99859], [-1.68744, -1.65981, -6.71764], [-0.57302, -1.18154, -5.48204], [1.44993, -2.47983, -8.91204], [0.41131, -0.83190, -8.85726], [-0.29286, -2.15306, -9.10835], [-3.20146, -1.66132, 0.44880], [-4.23887, -1.70109, -0.58450], [-5.68946, -2.35595, -0.06147], [-6.78611, -2.92986, -0.82685], [-5.92988, -2.36909, 1.41143], [-3.76271, -2.82694, -1.77847], [-4.32589, -2.89711, -3.07666], [-3.26052, -4.13439, -1.37748], [-4.61197, -0.26751, -1.45027], [-3.45288, 0.33134, -2.27824], [-5.44372, 0.76486, -0.84275], [-7.22204, -3.89361, -0.56369], [-6.41628, -3.18807, -1.81915], [-7.51912, -2.12946, -0.92758], [-6.44730, -1.47287, 1.75370], [-4.98137, -2.55665, 1.91466], [-6.48117, -3.23162, 1.78590], [-3.56237, -2.87424, -3.85424], [-5.01860, -3.72748, -3.21356], [-4.88821, -1.98175, -3.26107], [-3.97130, -4.67545, -0.75286], [-3.14976, -4.86754, -2.17643], [-2.37716, -4.00369, -0.75243], [-3.72739, 0.65162, -3.28331], [-3.02489, 1.20932, -1.79444], [-2.61289, -0.36066, -2.33883], [-5.07455, 0.96551, 0.16301], [-6.51183, 0.54800, -0.85693], [-5.22898, 1.63851, -1.45814], [-2.19106, 5.30259, -0.21128], [-0.69592, 5.43950, 0.18479], [-0.31355, 5.20268, 1.79545], [0.43037, 4.02628, 2.27983], [-1.02930, 5.91947, 2.89452], [-0.03231, 7.05220, -0.11060], [-0.26674, 7.62485, -1.43873], [0.51397, 7.98768, 0.86597], [0.39888, 4.57139, -0.76878], [1.84247, 4.78220, -1.03589], [-0.23017, 3.64377, -1.67422], [0.74083, 4.12780, 3.31974], [1.29112, 3.86684, 1.63037], [-0.23185, 3.17669, 2.11320], [-1.52620, 6.80333, 2.49457], [-0.35301, 6.20323, 3.70089], [-1.75437, 5.32657, 3.45205], [-0.69648, 6.93369, -2.16380], [-0.74924, 8.59120, -1.29226], [0.71844, 7.91886, -1.80078], [-0.27706, 8.62313, 1.26419], [1.14500, 7.40898, 1.54051], [1.25154, 8.63809, 0.39580], [2.53163, 3.93774, -1.03072], [1.96180, 4.99656, -2.09791], [2.23680, 5.58043, -0.40704], [-1.09870, 3.26630, -1.13452], [0.57245, 2.91926, -1.81199], [-0.56777, 4.12450, -2.59240], [0.13204, -4.10655, -0.22508], [0.87447, -4.28646, 1.01819], [0.85720, -2.90846, 2.09840], [-0.45583, -2.37487, 2.42564], [1.67419, -2.98689, 3.35476], [2.47128, -4.71811, 0.80262], [2.87756, -5.99772, 0.48071], [3.32011, -3.59592, 0.29188], [0.14848, -5.46560, 2.01922], [-1.19792, -5.97847, 1.59311], [0.68716, -6.24697, 3.12725], [-1.05302, -2.95656, 3.12786], [-0.95355, -2.16361, 1.47921], [-0.45024, -1.37790, 2.86624], [2.05972, -1.98549, 3.54617], [2.64024, -3.49161, 3.34366], [1.06257, -3.30406, 4.19941], [3.94952, -6.15413, 0.36004], [2.35700, -6.69974, 1.13206], [2.39521, -6.39527, -0.41226], [3.53174, -3.70862, -0.77142], [2.95064, -2.62266, 0.61493], [4.25361, -3.50056, 0.84648], [-1.00542, -6.24661, 0.55429], [-1.51622, -6.81812, 2.21098], [-1.97093, -5.21005, 1.60215], [1.68407, -5.85117, 3.32115], [0.69356, -7.32360, 2.95713], [0.02150, -6.03406, 3.96371], [-3.38490, 1.33713, 6.68356], [-3.33627, 2.29278, 5.57338], [-1.96167, 3.37551, 5.53390], [-1.94017, 4.65372, 6.11838], [-0.70158, 2.62977, 5.78809], [-4.62981, 3.42317, 5.41941], [-4.71965, 4.40682, 4.29920], [-5.96182, 3.14342, 6.02146], [-3.41546, 1.50816, 4.08847], [-2.42270, 1.61075, 2.89213], [-4.44382, 0.47477, 3.95197], [-0.94941, 5.10124, 6.03952], [-2.03927, 4.55567, 7.19943], [-2.57972, 5.45964, 5.75844], [-0.59702, 2.35229, 6.83698], [0.14809, 3.23564, 5.47327], [-0.68226, 1.72478, 5.18087], [-3.76426, 4.70646, 3.86845], [-5.40691, 4.13512, 3.49798], [-5.20934, 5.21331, 4.84498], [-6.50257, 2.30000, 5.59215], [-5.68541, 2.99381, 7.06517], [-6.73104, 3.88969, 6.22014], [-2.74768, 0.91361, 2.11980], [-2.49440, 2.56931, 2.37818], [-1.38107, 1.44227, 3.16548], [-4.70522, 0.46221, 2.89384], [-5.37518, 0.78830, 4.42353], [-4.17844, -0.53458, 4.26645], [2.79948, 1.42157, 2.49654], [4.27921, 1.52968, 2.56169], [5.11973, 1.65805, 1.06122], [4.46718, 2.16252, -0.17077], [6.54479, 1.50496, 0.99958], [4.89923, 0.12694, 3.31128], [4.75950, -1.14949, 2.58190], [4.73224, 0.07294, 4.76300], [4.79079, 2.90446, 3.54079], [3.91799, 4.07277, 3.54830], [6.21547, 3.05884, 3.99107], [4.75056, 3.19361, -0.38208], [3.41903, 1.87050, -0.23557], [4.67062, 1.51307, -1.02220], [6.84867, 0.95467, 0.10911], [7.03321, 0.98965, 1.82661], [7.03302, 2.45852, 0.79839], [3.71816, -1.46252, 2.50622], [5.04622, -0.98655, 1.54299], [5.30132, -1.95509, 3.07743], [5.02251, 1.03090, 5.19446], [3.69764, -0.10312, 5.05746], [5.34972, -0.68700, 5.24187], [3.44872, 4.19193, 2.57174], [3.15430, 4.17288, 4.31957], [4.45416, 5.01039, 3.69491], [6.88125, 3.36737, 3.18506], [6.58749, 2.21351, 4.56996], [6.27370, 4.01808, 4.50545]], "atomic_forces_ev_per_a": [[0.6, -1.1, 2.9], [-0.6, 1.7, -0.5], [-2.3, -0.8, -1.4], [-0.9, -0.2, -4.1], [-1.1, -0.1, 1.2], [3.4, 0.4, 3.4], [0.2, 0.2, -0.2], [0.5, 0.0, -0.1], [-0.3, 0.2, -0.4], [0.5, -0.3, -0.8], [-0.8, -0.2, -1.4], [-1.2, -0.6, 2.8], [-0.9, 3.7, -4.0], [2.8, -1.2, 3.6], [-2.4, -1.4, -1.3], [2.2, -0.6, 1.4], [0.8, -0.5, -0.4], [-0.3, 0.3, -0.3], [0.0, -0.1, 0.2], [-0.1, 0.8, -0.5], [-1.6, 0.0, 0.9], [-2.0, -0.7, 0.8], [1.8, 0.6, -1.0], [0.8, -0.9, -0.5], [0.0, 0.4, -1.2], [5.0, -0.8, 0.3], [-0.4, 1.0, -1.6], [-1.0, 0.1, -1.6], [0.1, 0.6, 1.4], [-0.1, 0.4, 0.0], [-2.0, -1.3, 0.0], [-0.8, 0.0, -0.1], [-0.1, -0.2, 0.2], [0.0, 0.5, -0.2], [0.1, 0.1, 0.7], [0.0, -0.2, 0.1], [-0.2, 0.0, -0.1], [0.8, 0.4, 0.6], [-0.1, 0.5, 0.3], [-1.1, 0.1, 0.6], [-0.3, 0.0, -0.1], [-0.2, 0.5, 0.8], [-1.2, -0.7, 0.6], [0.2, 0.1, -0.1], [-0.2, -0.5, -0.3], [0.5, -0.3, 0.0], [0.2, 0.9, -0.4], [1.8, 0.7, 0.7], [-0.2, -1.3, -0.6], [0.1, 0.4, 0.8], [-0.7, -1.2, -2.4], [-0.3, -0.7, 2.6], [0.9, 1.0, -1.6], [0.6, -0.3, -0.3], [0.2, 0.3, 0.0], [-0.7, 1.5, -1.0], [0.0, 0.0, 1.6], [1.8, -1.1, -1.1], [-0.4, -0.5, 1.2], [0.8, 0.0, -0.2], [0.2, 0.2, 1.2], [0.0, 0.5, -0.2], [-0.7, -0.5, -0.2], [0.2, 0.1, 0.2], [0.2, 0.8, 0.0], [-0.5, -0.2, -0.8], [0.2, -0.5, -0.1], [0.1, -0.3, -0.1], [-0.2, 0.0, -0.1], [-0.5, 0.1, 0.5], [0.6, 0.7, -0.5], [0.3, -0.3, -0.4], [-0.5, -0.3, 0.0], [-0.2, 0.1, 0.3], [-0.3, -0.3, -0.1], [-0.3, 0.3, 0.2], [0.1, -0.1, 0.0], [-0.5, 0.2, 0.3], [3.9, -0.1, 0.8], [-0.4, 2.7, -0.7], [-0.2, 0.6, 1.1], [-0.5, -0.1, -1.5], [0.1, -0.2, -0.7], [-1.1, -1.8, 0.1], [1.2, 0.4, 1.1], [0.2, -0.9, -0.9], [-0.3, 0.1, 0.9], [-0.8, 0.8, -0.4], [0.2, -0.3, 0.7], [-0.1, 0.1, -0.2], [0.2, 0.0, 0.3], [0.3, -0.5, 0.6], [0.0, 0.0, 0.1], [0.6, 0.3, -0.4], [-0.3, -0.5, -0.6], [-0.4, 0.2, 0.3], [-0.9, -0.1, -0.5], [0.3, -0.1, -0.5], [0.2, 0.0, 0.7], [-0.6, 0.2, 0.8], [-0.1, 0.2, -0.5], [-0.6, -0.7, 1.1], [-0.2, 0.9, -0.2], [0.0, 0.0, -0.2], [0.0, -0.6, -0.5], [-0.7, -0.7, -0.7], [0.2, -0.2, -0.3], [-0.9, 0.6, -0.7], [-0.1, -0.5, 3.4], [1.6, -0.9, -0.1], [-0.3, 0.7, -1.1], [0.1, 0.9, -0.6], [0.1, 4.3, 1.0], [-1.1, -3.0, -0.9], [0.1, -0.3, 1.0], [-0.8, -0.8, -1.0], [1.4, 0.8, -0.8], [0.0, 1.5, -0.2], [-0.1, -0.6, -0.2], [-0.6, -0.6, 0.2], [0.8, 0.2, 0.3], [-0.6, 0.4, 0.3], [-0.4, -0.9, -0.6], [0.1, -0.2, 0.0], [-0.1, 0.2, 0.6], [0.9, -0.2, 0.9], [0.3, 0.4, -1.1], [-0.2, 0.3, 0.0], [-0.9, 0.0, -0.8], [0.5, -1.0, -0.1], [-0.9, -0.5, -0.1], [0.2, 0.0, -0.1], [0.0, 0.1, 0.2], [0.1, -0.4, 0.4], [0.2, -0.1, -0.3], [0.3, -0.2, 0.5], [-0.4, 0.2, 0.6], [-0.1, 2.2, -1.9], [-0.7, -2.9, -1.6], [0.5, 1.4, 1.7], [-0.5, 0.2, -0.5], [-0.7, 0.2, -0.2], [-0.3, -0.4, 1.3], [1.4, -0.6, 1.5], [2.1, 0.0, -1.5], [-1.5, 0.2, 1.2], [-0.1, 0.7, -0.6], [0.3, -0.2, -0.4], [-0.4, 0.4, 0.4], [-0.6, -0.6, -0.3], [0.1, 0.0, 0.1], [0.0, 0.1, 0.1], [0.0, -0.1, 0.1], [-0.1, -0.1, 0.3], [0.1, -0.5, -0.1], [0.3, 0.7, -0.6], [0.2, -0.2, 0.0], [-0.3, -1.1, 0.2], [0.5, 1.1, -1.1], [0.1, -0.4, 0.3], [0.0, 0.4, 0.4], [-0.2, -0.2, 0.1], [0.0, -0.3, -0.1], [0.1, -0.1, 0.4], [0.2, 0.0, 0.2], [0.3, 0.8, -0.8], [1.1, 0.7, 0.6], [-2.0, -0.7, 1.0], [0.2, -1.5, 0.3], [0.9, 0.2, -1.0], [0.9, 0.7, -0.3], [-0.6, 1.0, 0.0], [-0.2, 0.3, 0.0], [0.3, -2.0, -0.1], [0.2, 0.6, -0.5], [-1.3, 1.3, -0.9], [-0.4, 0.0, -0.1], [-0.4, 1.1, 1.1], [1.4, 0.0, -0.2], [-0.3, -0.5, -0.2], [-0.5, 0.2, 0.3], [0.2, 0.4, 0.5], [-0.2, 0.0, 0.2], [0.5, -0.2, 0.1], [0.3, 0.2, -0.1], [-0.1, -0.1, 0.0], [-0.2, -0.1, 0.0], [0.2, -0.2, -0.3], [-0.3, 0.0, 0.0], [-0.2, -0.9, 0.2], [0.7, -0.2, -0.2], [0.2, -0.9, -0.6], [0.0, 0.2, -0.1], [-0.3, -0.4, 1.0]], "mulliken_spin": [-0.841, 0.351, 0.276, -0.997, 0.050, 0.408, 0.029, 0.163, 0.125, 0.050, -0.020, 0.027, -0.008, 0.061, -0.035, -0.009, -0.004, 0.004, -0.009, 0.001, -0.006, 0.036, -0.023, 0.032, -0.040, -0.041, 0.022, 0.010, -0.026, 0.024, 0.005, 0.004, -0.010, 0.002, -0.010, 0.009, 0.056, 0.003, -0.007, -0.001, 0.016, 0.012, -0.012, -0.013, 0.009, 0.003, 0.006, -0.003, 0.002, 0.042, -0.116, -0.179, 0.047, 0.135, 0.001, 0.000, -0.002, -0.011, -0.003, 0.019, -0.026, 0.037, 0.011, 0.003, -0.028, 0.004, 0.023, 0.008, 0.002, 0.006, -0.036, 0.062, -0.002, 0.038, 0.008, 0.032, -0.016, 0.008, -0.008, -0.015, 0.301, -1.409, 0.102, -0.349, 0.033, 0.208, -0.012, 0.058, 0.072, 0.294, 0.096, 0.063, -0.048, -0.044, 0.104, 0.030, 0.016, 0.008, 0.025, 0.057, -0.045, 0.062, 0.023, 0.003, 0.029, -0.017, -0.018, 0.123, -0.017, 0.302, -0.054, 0.073, -0.344, 0.116, 0.015, -0.443, 0.106, 0.148, -0.021, 0.109, -0.048, 0.200, -0.095, -0.074, -0.039, 0.102, 0.003, 0.008, 0.033, 0.059, -0.009, 0.031, 0.002, 0.024, 0.031, 0.017, -0.029, -0.041, -0.098, 0.215, 0.034, -0.087, 0.002, 0.054, 0.077, 0.061, -0.011, -0.121, 0.005, 0.059, -0.045, 0.065, 0.140, 0.037, 0.007, -0.010, -0.010, 0.006, 0.002, -0.104, 0.043, 0.009, 0.016, -0.009, 0.011, 0.496, -0.192, 0.104, 0.089, 0.085, -0.554, -0.069, 0.737, -1.274, 1.311, 0.273, 0.043, -0.088, 0.010, 0.013, 0.018, -0.022, 0.229, 0.190, -0.125, -0.087, -0.109, 0.020, 0.025, -0.374, 0.112, 0.032, 0.177, -0.072], "homo_ha": [0.026, -0.234], "largest_force_ev_per_a": 5.5, "total_charge": -1, "s2": 0.750, "multiplicity": 2, "orbital_gap_ev": [1.20, 8.22], "lumo_ev": [1.92, 1.86]}